{
  "formula": "C5H10ClN2",
  "method": "the ωB97M-V functional and the def2-TZVPD basis",
  "elements": ["C", "C", "C", "C", "C", "N", "N", "Cl", "H", "H", "H", "H", "H", "H", "H", "H", "H", "H"],
  "xyz": [[0.4128, -0.8246, -1.2035], [-0.2307, -1.9511, -0.6748], [-0.5526, 0.2890, 0.5777], [0.1852, 0.6599, 1.8110], [0.8143, 1.5949, -0.9488], [-0.7473, -1.4222, 0.6293], [0.2392, 0.3098, -0.6390], [-2.1580, 1.1014, 0.4185], [0.8578, -0.7988, -2.2149], [-1.1033, -2.2001, -1.4186], [0.2834, -2.8423, -0.4609], [1.0798, 1.0728, 1.5222], [0.2945, -0.2760, 2.3467], [-0.4074, 1.2064, 2.6586], [0.1394, 2.4447, -0.6064], [0.8261, 1.5389, -2.0052], [1.7956, 1.7778, -0.5029], [-1.7289, -1.6805, 0.7109]],
  "forces_ev_per_a": [[4.02, -2.08, -5.23], [-3.12, 0.39, 0.91], [0.32, -1.94, -1.00], [-3.21, -0.49, 3.05], [-0.68, 0.87, 0.59], [-1.50, 2.38, -3.18], [-2.60, 4.48, 5.51], [0.44, -0.99, -0.04], [-0.33, -0.32, 0.72], [0.51, -0.33, 1.64], [1.01, -1.52, 0.00], [2.13, 1.14, -0.02], [0.91, -0.25, 0.03], [1.01, -0.25, -2.15], [0.65, -1.22, -0.57], [0.55, 0.83, -1.22], [0.07, -0.29, -0.22], [-0.18, -0.43, 1.19]],
  "lowdin_charge": [-0.1700, -0.1257, -0.6876, -0.0446, -0.0086, 0.2733, -0.1981, 0.7401, 0.1538, 0.1903, 0.1280, 0.0567, 0.0914, 0.1447, 0.1222, 0.0912, 0.1057, 0.1371],
  "e_tot_ha": -765.760036,
  "lumo_energy_ev": [-2.94, -8.43],
  "gap_ev": [7.40, 6.87],
  "s2": 2.009,
  "spin_multiplicity": 3,
  "charge": 1
}

{
  "formula": "C22H27NO6",
  "method": "the ωB97M-V functional and the def2-TZVPD basis",
  "elements": ["C", "C", "O", "C", "C", "O", "C", "O", "C", "N", "C", "C", "C", "C", "C", "O", "C", "C", "C", "C", "C", "C", "O", "C", "C", "O", "C", "C", "C", "H", "H", "H", "H", "H", "H", "H", "H", "H", "H", "H", "H", "H", "H", "H", "H", "H", "H", "H", "H", "H", "H", "H", "H", "H", "H", "H"],
  "xyz": [[3.7188, 3.2200, -1.6494], [3.6773, 2.0624, -0.6653], [4.8494, 2.1085, 0.1283], [4.8544, 1.2312, 1.2202], [4.9876, -0.2515, 0.8397], [3.7670, -0.8043, 0.3585], [2.8634, -1.1565, 1.2863], [3.0495, -1.0682, 2.4838], [1.6254, -1.6562, 0.7181], [0.6126, -2.0109, 1.5868], [-0.4538, -2.4263, 0.8967], [-0.1452, -2.3554, -0.4604], [1.1802, -1.8615, -0.5784], [1.9128, -1.6105, -1.8444], [-1.1132, -2.6969, -1.4904], [-0.8895, -2.6803, -2.6844], [-2.4727, -3.1164, -0.9464], [-2.8537, -2.5382, 0.4193], [-3.1055, -1.0468, 0.4163], [-3.9261, -0.5015, 1.3876], [-4.1416, 0.8676, 1.4571], [-3.5290, 1.7248, 0.5602], [-3.6642, 3.0799, 0.5443], [-4.5091, 3.6760, 1.4953], [-2.6888, 1.1802, -0.4357], [-2.1107, 2.0773, -1.2798], [-1.2147, 1.5966, -2.2519], [-2.5000, -0.1888, -0.4971], [-1.7538, -2.8709, 1.4496], [3.7675, 4.1628, -1.1118], [2.8292, 3.2086, -2.2732], [4.5998, 3.1364, -2.2792], [3.6227, 1.1076, -1.2052], [2.7893, 2.1411, -0.0179], [3.9472, 1.3593, 1.8295], [5.7255, 1.5148, 1.8153], [5.7041, -0.3676, 0.0251], [5.3125, -0.8146, 1.7203], [0.7159, -1.9392, 2.5881], [1.9743, -0.5392, -2.0369], [2.9290, -1.9924, -1.7785], [1.3888, -2.0819, -2.6709], [-2.4421, -4.2083, -0.8689], [-3.2303, -2.8659, -1.6913], [-3.7786, -3.0278, 0.7449], [-4.4145, -1.1448, 2.1053], [-4.7931, 1.2534, 2.2248], [-4.1599, 3.4939, 2.5175], [-4.4744, 4.7446, 1.2896], [-5.5411, 3.3226, 1.3968], [-0.8582, 2.4787, -2.7816], [-1.7054, 0.9235, -2.9621], [-0.3645, 1.0785, -1.7948], [-1.8779, -0.5950, -1.2743], [-1.7323, -3.9526, 1.6221], [-1.9600, -2.3799, 2.4027]],
  "forces_ev_per_a": [[0.07, -0.30, 0.35], [-0.12, 0.09, -0.24], [0.05, 0.19, -0.23], [-0.05, -0.45, 0.02], [0.39, 0.47, 0.49], [-0.43, -0.18, -0.18], [0.12, 0.02, 0.27], [0.00, 0.01, -0.14], [-0.09, -0.05, -0.60], [0.02, 0.01, 0.17], [-0.03, -0.07, -0.32], [0.30, 0.03, 0.31], [0.16, 0.05, 0.51], [0.10, -0.04, -0.18], [-0.17, -0.24, 0.21], [-0.03, 0.05, -0.07], [-0.22, 0.03, -0.10], [0.07, -0.05, 0.12], [-0.28, -0.01, 0.18], [0.12, -0.14, -0.15], [0.00, 0.29, -0.01], [0.10, 0.09, -0.13], [0.21, -0.31, -0.24], [-0.14, 0.08, 0.17], [-0.02, 0.22, 0.03], [-0.32, 0.02, 0.35], [0.14, -0.10, -0.18], [-0.01, 0.21, -0.13], [-0.15, -0.12, 0.09], [-0.02, 0.12, 0.02], [-0.08, 0.03, -0.10], [0.07, 0.01, -0.12], [-0.05, 0.11, 0.08], [0.07, -0.07, -0.04], [0.13, 0.00, -0.01], [-0.08, -0.10, 0.05], [-0.06, 0.00, 0.08], [0.02, 0.05, -0.16], [-0.06, -0.01, -0.06], [0.05, 0.06, -0.07], [0.06, 0.03, -0.06], [0.05, 0.04, -0.03], [-0.01, -0.03, -0.03], [0.08, -0.04, -0.04], [0.11, 0.04, -0.03], [-0.06, -0.10, 0.08], [-0.06, 0.10, 0.05], [-0.02, -0.01, -0.04], [-0.04, -0.07, 0.06], [0.04, 0.00, 0.01], [0.01, -0.09, 0.00], [0.02, 0.00, 0.04], [-0.03, -0.01, 0.00], [0.04, 0.14, -0.12], [0.00, 0.01, 0.05], [-0.03, -0.04, 0.00]],
  "lowdin_charge": [-0.0641, -0.2781, -0.1409, -0.1864, -0.1225, -0.0105, -0.4316, 0.1002, -0.1048, 0.1726, -0.1741, -0.0676, -0.1158, -0.0097, -0.3752, 0.0813, -0.0585, -0.2538, -0.1899, -0.0441, -0.0125, -0.2014, -0.0644, -0.0865, -0.1790, -0.0573, -0.0675, 0.0519, -0.0598, 0.0762, 0.0698, 0.0765, 0.1060, 0.1272, 0.1288, 0.1323, 0.1385, 0.1287, 0.1726, 0.0770, 0.0848, 0.0735, 0.1361, 0.1345, 0.1435, 0.1144, 0.1036, 0.0958, 0.0940, 0.0964, 0.0951, 0.1021, 0.0913, 0.0944, 0.1308, 0.1259],
  "smiles": "CCOCCOC(=O)c1[nH]c2c(c1C)C(=O)C[C@H](c1ccc(OC)c(OC)c1)C2",
  "e_tot_ha": -1360.726879,
  "lumo_energy_ev": 0.60,
  "gap_ev": 8.65,
  "charge": 0
}

{
  "formula": "C5H10O",
  "method": "the ωB97M-V functional and the def2-TZVPD basis",
  "elements": ["C", "C", "C", "C", "C", "O", "H", "H", "H", "H", "H", "H", "H", "H", "H", "H"],
  "xyz": [[0.6706, -1.4924, 0.6634], [-0.7774, -1.0775, 0.5366], [-0.8640, 0.4038, 0.2658], [0.1154, 1.5355, 0.2084], [-0.1770, 0.9009, -1.0958], [0.9368, 0.2871, -1.7716], [1.1062, -0.7749, 1.3620], [0.7821, -2.4918, 1.0637], [1.1727, -1.4372, -0.3070], [-1.3643, -1.3778, 1.4166], [-1.3021, -1.5097, -0.3270], [-1.8065, 0.7894, 0.6983], [1.1201, 1.5119, 0.6078], [-0.4325, 2.4592, 0.3013], [-0.8287, 1.3161, -1.8421], [1.6485, 0.9573, -1.7802]],
  "forces_ev_per_a": [[0.02, -0.23, -0.08], [0.17, 0.05, -0.04], [0.02, -0.17, -0.66], [-0.02, 0.34, 0.14], [-0.36, 0.18, 0.22], [-0.49, -0.06, 0.71], [0.42, -0.25, -0.05], [0.07, -0.25, 0.11], [0.03, 0.05, 0.38], [0.23, 0.29, -0.04], [0.28, -0.37, 0.26], [0.03, -0.09, -1.54], [0.11, -0.01, -0.09], [0.34, 0.40, 0.52], [-0.22, 0.65, 0.07], [-0.62, -0.52, 0.10]],
  "lowdin_charge": [-0.1046, -0.2431, -0.2182, -0.1069, -0.2749, -0.0564, 0.0762, 0.0654, 0.0678, 0.1053, 0.1139, 0.1349, 0.1097, 0.1026, 0.1240, 0.1043],
  "smiles": "CC[C@H]1C[C@H]1O",
  "e_tot_ha": -271.667921,
  "lumo_energy_ev": 0.94,
  "gap_ev": 10.02,
  "charge": 0
}

{
  "formula": "C15H10N2O4",
  "method": "the ωB97M-V functional and the def2-TZVPD basis",
  "elements": ["O", "C", "N", "N", "C", "C", "C", "O", "C", "C", "C", "C", "C", "C", "C", "O", "C", "C", "C", "C", "O", "H", "H", "H", "H", "H", "H", "H", "H", "H", "H"],
  "xyz": [[-2.4637, -2.7770, 1.1127], [-2.6440, -2.0006, 0.2240], [-1.6049, -1.1649, 0.1473], [-1.4567, -0.1159, -0.8812], [-0.4086, 0.6733, -1.1513], [0.7902, 0.9722, -0.1607], [0.8176, 0.9153, 1.1995], [1.9607, 0.7354, 1.9671], [3.1530, 1.1184, 1.4019], [4.1545, 1.2973, 2.1800], [5.4483, 1.6106, 1.8750], [5.6437, 1.8353, 0.3747], [4.4172, 1.7953, -0.7079], [3.1276, 1.4225, 0.1300], [2.0377, 1.2304, -0.8945], [2.0050, 1.7182, -1.9813], [-3.7124, -1.6165, -0.4354], [-3.9634, -1.1060, -1.4663], [-5.4308, -1.2583, -1.9382], [-5.6958, -2.2465, -1.3886], [-4.7103, -2.7726, -0.2710], [-0.6760, -1.2519, 0.8149], [-0.4389, 1.5071, -1.6155], [0.0183, 0.4033, 1.7935], [4.0631, 1.1813, 3.3822], [6.2005, 1.6103, 2.3650], [6.4547, 2.3103, -0.1109], [4.3867, 2.1074, -1.6833], [-3.4701, -0.1031, -1.7807], [-6.0260, -0.6562, -2.6860], [-6.5336, -2.8053, -1.1899]],
  "forces_ev_per_a": [[-1.23, -3.04, 1.26], [6.08, 0.63, 4.81], [8.18, 5.93, -1.43], [1.36, 0.18, -0.35], [-1.03, -6.36, 9.10], [-1.01, -2.33, -0.60], [0.04, -3.64, 0.04], [-1.16, 1.11, -0.12], [-5.30, -0.80, -0.76], [5.70, 0.07, 9.09], [-9.14, 0.34, -12.96], [-5.09, 0.28, -1.68], [0.98, -1.64, 11.88], [4.84, 0.94, -10.16], [-1.45, 2.29, 4.83], [0.86, -0.35, -2.38], [-4.99, -10.54, 6.51], [-3.91, 12.99, -12.50], [5.60, 11.69, -7.40], [-2.12, -13.73, 10.75], [-1.34, 4.02, -3.19], [-3.56, -0.45, -2.20], [-1.43, 4.81, -4.89], [0.24, 1.49, -0.54], [-0.52, -0.05, -2.98], [8.97, 0.28, 6.81], [1.45, -0.09, 0.25], [0.17, 0.48, -2.15], [-0.42, -2.41, 0.13], [1.20, -0.78, 1.06], [-1.94, -1.32, -0.23]],
  "lowdin_charge": [0.1363, -0.5369, 0.0876, 0.0796, 0.0032, -0.0785, -0.0070, 0.0423, -0.3250, -0.0532, 0.0063, 0.0563, 0.1567, -0.0418, -0.3616, 0.1084, -0.2251, -0.0145, -0.0297, -0.0938, 0.0063, 0.2141, 0.0369, 0.1418, 0.1902, -0.0095, 0.0445, 0.0500, 0.1557, 0.1549, 0.1059],
  "smiles": "O=C(N/N=C\\c1coc2ccccc2c1=O)c1ccco1",
  "e_tot_ha": -987.538046,
  "lumo_energy_ev": -0.63,
  "gap_ev": 8.48,
  "charge": 0
}

> Number 3 is which compound?

C5H10O